Density functional theory data (the ωB97M-V functional and the def2-TZVPD basis) for C36H44Cl5IN2O5Si4Sn as an isolated structure.

```
98
Properties=species:S:1:pos:R:3:mulliken_charge:R:1
C -1.1656 2.6056 -2.0974 -0.80
H 3.6168 -1.4656 1.1291 -0.10
H -4.5723 0.2045 -0.7762 0.55
C -1.2738 -2.3206 -4.9602 -0.94
C -3.8928 -1.6054 2.0466 -0.19
C -3.3601 -0.3946 -2.4327 0.57
H 3.7145 0.3101 -2.8187 0.22
C 4.1215 -0.4999 1.0918 -0.66
C -4.5458 -1.4083 3.2529 -0.27
H -5.8735 1.5419 -3.7394 0.41
Cl 4.3172 -4.4585 1.5509 -0.21
H -2.3663 0.4728 6.4743 0.42
H -1.8673 1.8420 -1.7572 -0.09
Si 1.1310 0.7487 -0.2803 1.17
C -0.0077 -0.7063 4.3490 0.35
H -1.2922 -3.2601 -4.4041 0.23
Si 0.5832 1.8978 -2.2436 0.42
H 1.1188 4.7716 1.7502 0.39
N -2.9276 -0.7088 -0.0190 0.51
H 2.9237 2.2199 2.7285 0.32
H -1.1221 3.1553 2.7724 0.46
O 2.0764 -3.2745 0.1091 -0.52
H -1.5204 2.9819 -3.0615 0.43
C -4.5466 0.9566 2.8745 -0.87
O -0.8191 -0.9491 2.1364 0.21
Cl 3.8096 -3.7916 -4.6229 -0.23
H 4.0830 2.8648 -1.0671 0.21
O -1.2932 -1.5685 -2.2797 -0.48
Sn -0.1307 -1.7041 0.0533 0.32
H 1.9758 -1.2594 4.8750 0.52
C -4.8771 -0.1271 3.6720 -0.73
H 1.6658 -0.7199 7.2949 0.38
H 0.0766 1.1563 -4.5758 0.43
H 1.7696 4.1155 -1.9019 0.29
H 1.7047 0.6652 -4.0799 0.46
C -1.2297 -0.2202 4.7946 0.33
I -3.4567 -3.5552 1.4536 0.05
H -0.2600 -1.9327 -4.8643 0.12
C 1.7063 3.3628 -2.6867 -1.18
H -1.5939 2.7865 1.1048 0.08
O 1.3351 -1.3227 2.4888 -0.42
C 1.0340 -0.8829 5.2519 -0.30
H -4.8218 0.3921 -5.4021 0.31
C -5.4806 0.9741 -2.8954 -1.06
Si 3.4678 0.5361 -0.3273 0.17
H -3.6193 1.5963 1.0452 0.45
H 2.2840 4.1867 0.5532 0.28
C -4.1329 -0.0462 -4.6882 -1.06
H -4.7911 -2.2634 3.8687 0.38
H -5.1967 1.6924 -2.1183 0.27
C 4.0794 -0.2260 -1.9408 -0.38
C 0.6701 0.7663 -3.7433 -0.36
C 2.9944 -3.6622 -0.6516 -0.12
Cl 6.6542 -5.3903 -0.3215 -0.24
Cl 6.4094 -5.0604 -3.4223 -0.25
C -3.6165 -0.2768 -1.0207 -0.85
H -5.3745 0.0163 4.6230 0.40
C 2.9323 -3.5654 -2.0811 -0.98
C -0.9947 2.4415 1.9521 -0.29
H 1.5666 2.7130 3.7514 0.35
H 5.1739 -0.2175 -1.9661 0.42
C 1.2490 4.1074 0.8887 -1.21
H -1.1856 3.4298 -1.3793 0.35
H 2.7179 3.0180 -2.9108 0.25
C 0.8526 -0.5793 6.5929 -0.68
Cl 1.5029 -2.8412 -2.7211 0.29
H -1.3783 1.4700 2.2615 -0.35
H -0.5111 0.1495 8.0840 0.36
C 5.2224 -4.6783 -0.9966 0.25
C 0.2070 -1.0219 2.8860 -0.39
Si 0.8102 2.3369 1.4188 0.15
N -3.1620 -0.8405 -5.2060 -0.73
C -2.2500 -1.1168 -2.9566 -0.66
H 0.3026 -0.2229 -3.4840 -0.59
H 0.6044 4.4697 0.0864 0.27
H 5.1988 -0.6575 0.9744 0.45
H 1.3127 3.8419 -3.5902 0.38
H 1.7895 1.0057 3.3112 -0.01
H 3.9374 -0.0182 2.0539 0.24
H -6.1940 -0.6122 -2.0073 0.44
C 4.2034 -4.2622 -0.1621 0.55
C 3.9588 -3.9811 -2.9066 0.40
O -6.5698 0.1669 -2.4318 -0.56
C -2.2841 -1.3672 -4.4002 0.73
C -3.9022 0.7561 1.6648 0.13
C -1.4116 0.0885 6.1349 -0.82
H 5.4123 2.0822 -0.1979 0.39
H -4.7785 1.9645 3.1959 0.36
H 4.0486 2.7637 0.6931 0.20
C -3.5661 -0.5239 1.2232 -0.29
C 5.1228 -4.5426 -2.3817 0.05
H -1.4956 -2.5017 -6.0107 0.38
H -2.0247 -0.0875 4.0746 -0.13
C -4.2941 0.1697 -3.3502 1.08
C -0.3709 -0.0916 7.0364 -0.42
H 3.7534 -1.2631 -2.0246 -0.37
C 4.3271 2.2279 -0.2150 -1.02
C 1.8716 2.0307 2.9514 -0.78
```

Computed properties:
HOMO-LUMO gap in eV: 5.7
Total charge: -2
ΔE to the lowest compared entry with this formula, charge and spin in eV: 0.5891
Strongest force on any atom in eV/Å: 0.30

=====

Density functional theory data (the ωB97M-V functional and the def2-TZVPD basis) for C36H44ClGaN2PSeSi2Te as an isolated structure.

```
89
Properties=species:S:1:pos:R:3:mulliken_charge:R:1
H 0.8248 -3.6533 1.4359 0.26
C -3.2845 -2.3782 4.0667 -0.59
C 1.6692 2.3066 2.4954 -0.78
H -2.7456 3.3197 -1.8624 0.50
C 3.0113 2.5095 2.7572 -0.70
H 1.2031 -3.3182 -2.8755 0.38
N 0.6556 0.9379 -0.3203 0.81
C -1.9204 -2.5731 3.9226 -0.95
C -3.0324 -0.0892 3.3900 -0.80
H 3.5215 3.3678 2.3392 0.46
H -1.2610 -6.3900 -1.1282 0.36
H -0.8838 -3.0957 -4.3109 0.43
C 1.6791 0.3327 3.8715 -0.29
C -2.5575 4.6569 3.5756 -0.60
C -1.7001 3.5623 -2.0288 -0.43
H 1.1726 -0.5047 4.3309 0.51
H 3.2292 2.5049 -1.7704 0.52
H -1.4852 1.0116 -4.9280 0.37
H 2.5406 -0.5014 -5.2617 0.39
H 0.1551 -2.3323 -7.2089 0.30
Te -0.8044 -1.7757 -1.9933 -0.18
N -0.8254 2.7407 -1.4553 0.46
H -0.6528 -5.8664 -2.6962 0.33
H 4.7518 1.7580 3.7639 0.42
Si 0.4830 -4.6310 -0.8507 0.11
H 3.5633 -0.1595 4.7621 0.47
C 1.9692 -5.7827 -0.7038 -1.07
C -1.6531 -0.2755 3.2610 0.86
C -1.1069 -1.5343 3.4958 -0.31
H -2.0900 -1.8072 -4.3187 0.59
H -0.5147 -4.7986 1.4451 0.50
C 3.0317 0.5303 4.1197 -0.86
C 1.3161 -0.0573 0.2710 -1.37
C -1.4100 2.5243 3.4710 -0.37
H -1.8007 -4.8531 -1.8122 0.33
H 3.1806 -1.0378 0.6396 0.58
C 1.3224 1.8557 -1.0258 0.47
H 1.6965 -6.6712 -0.1302 0.33
Cl -2.0756 3.6604 1.1170 -0.17
H 2.2223 -2.1959 -4.9190 0.34
H -3.4747 0.8721 3.1613 0.39
C 0.0703 4.8692 -2.9272 -0.81
H 2.0343 4.1373 -2.4903 0.50
H 1.1284 3.0058 1.8633 0.38
H -4.9101 -0.9897 3.8669 0.43
C -1.3259 2.5227 4.8614 -0.38
H -0.2504 1.0501 -3.6718 -0.36
H 0.4252 5.7250 -3.4853 0.48
H 0.1407 1.5895 -5.3125 0.41
H -2.8776 5.4495 5.5322 0.40
C 0.9914 1.2162 3.0489 0.91
H 2.0745 -0.9953 -3.6297 0.08
C -2.4626 4.6336 4.9562 -0.51
C -0.9427 -5.5177 -1.7024 -1.05
C -1.2919 4.6458 -2.7830 -0.88
H -0.8555 1.6813 5.3561 0.37
C -2.0136 3.6117 2.8481 1.29
C -1.8363 3.5746 5.5999 -0.82
H -1.7510 3.5702 6.6780 0.44
H 2.8125 -5.3055 -0.2008 0.32
C -1.0416 -2.0335 -4.1177 -0.96
C -0.0367 -4.0087 0.8620 -0.85
Ga -1.4777 1.2276 -0.0965 0.99
C 3.3856 0.7217 -0.5945 -1.18
C 2.7018 1.7663 -1.1845 -0.51
Si 0.0851 -0.9192 -5.1578 0.12
Se -3.5133 0.5093 -0.5312 -0.44
C 3.6992 1.6091 3.5621 -0.58
H -1.4885 -3.5433 4.1303 0.46
H -1.1525 -1.1560 -7.3279 0.32
H -0.0533 -1.7214 3.3361 0.11
H -3.0503 5.4746 3.0673 0.50
H 1.7418 -2.5189 -1.3954 0.26
H -2.0193 5.2996 -3.2408 0.50
H 2.3110 -6.1180 -1.6846 0.32
C 0.4888 2.9035 -1.6369 0.57
C -0.1254 -1.3005 -6.9892 -1.01
H 0.5171 -0.6518 -7.5885 0.30
P -0.7499 1.1083 2.5144 0.44
C -0.4220 0.8538 -4.7329 -0.36
H 4.4551 0.6260 -0.7221 0.55
C 0.9730 3.9825 -2.3631 -0.51
H -0.7589 -3.1922 0.7770 0.12
C 2.6798 -0.2119 0.1551 -0.78
H -3.9157 -3.1990 4.3799 0.41
H 0.7087 -0.7586 0.8347 1.25
C -3.8418 -1.1380 3.7874 -0.76
C 0.9219 -3.0771 -1.8501 -0.64
C 1.8985 -1.1777 -4.6926 -0.82
```

Computed properties:
HOMO-LUMO gap in eV: 5.8
Total charge: +1
ΔE to the lowest compared entry with this formula, charge and spin in eV: 0.6829
Strongest force on any atom in eV/Å: 0.73

=====

Question: What is the ΔE to the lowest compared entry with this formula, charge and spin in the first record?
Answer: 0.5891 eV

=====

Question: Look up the ΔE to the lowest compared entry with this formula, charge and spin of the second one.
Answer: 0.6829 eV